Record 1
{"formula": "C10H17NNiO3", "method": "wB97M-V/def2-TZVPD", "species": ["Ni", "C", "O", "C", "C", "O", "C", "H", "H", "H", "H", "H", "H", "H", "H", "H", "H", "O", "C", "C", "C", "C", "C", "C", "N", "H", "H", "H", "H", "H", "H", "H"], "coordinates": [[-0.1225, -0.9749, -0.4608], [2.6284, -1.3532, -1.7696], [1.8512, -1.1243, -0.5576], [2.3910, -1.7790, 0.6177], [1.5506, -1.3310, 1.7738], [0.1731, -1.5774, 1.4045], [-0.7679, -1.3660, 2.4888], [3.5669, -0.8122, -1.6900], [2.0513, -0.9741, -2.6078], [2.8106, -2.4195, -1.8882], [3.4280, -1.4778, 0.7593], [2.3387, -2.8591, 0.4752], [1.6765, -0.2663, 1.9809], [1.7971, -1.9040, 2.6666], [-0.4502, -1.9559, 3.3447], [-1.7372, -1.7154, 2.1477], [-0.8047, -0.3092, 2.7507], [-2.0393, -1.0996, -0.9884], [-2.7883, 0.1427, -0.9927], [-1.8143, 1.2734, -0.8140], [-2.2192, 2.5880, -0.9206], [-1.2832, 3.5915, -0.7351], [0.0368, 3.2550, -0.4569], [0.3728, 1.9250, -0.3709], [-0.5422, 0.9496, -0.5401], [-2.6283, -1.8632, -1.0475], [-3.5135, 0.1280, -0.1795], [-3.3150, 0.2375, -1.9404], [-3.2516, 2.8217, -1.1488], [-1.5783, 4.6297, -0.8141], [0.7952, 4.0119, -0.3165], [1.3874, 1.6081, -0.1706]], "atomic_forces_ev_per_a": [[-0.1, 0.1, 0.1], [0.0, 0.0, 0.1], [0.0, -0.1, -0.1], [0.1, 0.0, -0.1], [-0.1, 0.0, 0.1], [0.0, 0.0, 0.0], [0.0, 0.0, 0.0], [0.0, 0.0, 0.0], [0.0, 0.0, 0.0], [0.0, 0.0, 0.0], [0.0, 0.0, 0.0], [0.0, 0.0, 0.0], [0.0, 0.0, 0.0], [0.0, 0.0, 0.0], [0.0, 0.0, 0.0], [0.0, 0.0, 0.0], [0.0, 0.0, 0.0], [0.0, 0.0, 0.1], [0.0, 0.0, 0.0], [0.1, -0.1, 0.0], [-0.1, 0.1, 0.0], [0.0, 0.0, 0.0], [0.0, 0.0, 0.0], [-0.1, -0.1, 0.0], [0.1, 0.0, 0.0], [0.0, 0.0, 0.0], [0.0, 0.0, 0.0], [0.0, 0.0, -0.1], [0.0, 0.0, 0.0], [0.0, 0.0, 0.0], [0.0, 0.0, 0.0], [0.0, 0.0, 0.0]], "lowdin_charge": [0.906, 0.010, -0.290, -0.119, -0.126, -0.268, 0.003, 0.113, 0.104, 0.112, 0.157, 0.152, 0.147, 0.156, 0.114, 0.102, 0.110, -0.081, -0.080, -0.220, 0.028, 0.017, -0.002, -0.067, 0.031, 0.150, 0.152, 0.153, 0.143, 0.137, 0.132, 0.123], "total_charge": 2, "homo_lumo_gap_ev": [10.37, 8.67], "spin_multiplicity": 3}


Record 2
{"formula": "C9H19Cl12NO", "method": "wB97M-V/def2-TZVPD", "species": ["C", "O", "N", "C", "C", "H", "H", "H", "H", "H", "H", "H", "C", "Cl", "Cl", "H", "H", "C", "Cl", "Cl", "H", "H", "C", "Cl", "Cl", "H", "H", "C", "Cl", "Cl", "H", "H", "C", "Cl", "Cl", "H", "H", "C", "Cl", "Cl", "H", "H"], "coordinates": [[-3.4573, 1.5548, 2.1943], [-3.6624, 1.8146, 1.0407], [-2.2322, 1.4347, 2.7474], [-1.9990, 1.0995, 4.1375], [-1.0625, 1.6879, 1.9263], [-4.2701, 1.2739, 2.9001], [-1.2561, 0.3122, 4.2065], [-2.8605, 0.7268, 4.6321], [-1.7057, 1.9290, 4.6729], [-1.3640, 1.4034, 0.9350], [-0.8083, 2.8075, 1.8973], [-0.2343, 1.0405, 2.1290], [2.3072, 4.3822, 0.3604], [2.5305, 2.9562, 1.4303], [2.4374, 3.8974, -1.3325], [1.3295, 4.7474, 0.6136], [3.1207, 5.0916, 0.6195], [-0.8972, -3.5481, 1.8804], [0.2113, -4.0984, 3.0859], [-1.2530, -1.8196, 2.0030], [-0.5826, -3.6806, 0.8557], [-1.8052, -4.0799, 1.9419], [1.4960, -0.1867, -4.4094], [-0.0936, 0.6161, -4.5141], [2.7720, 0.9852, -3.9757], [1.4297, -0.8816, -3.5692], [1.5371, -0.7265, -5.3400], [3.0788, -4.7640, -2.3290], [1.6361, -5.3302, -3.3159], [3.6391, -3.2140, -2.9578], [2.7152, -4.6341, -1.3056], [3.8176, -5.5277, -2.4603], [-2.9795, 1.5595, -1.9389], [-2.9674, -0.1673, -1.9943], [-2.9266, 2.2548, -3.5601], [-3.9287, 1.8673, -1.5046], [-2.0955, 1.9915, -1.4141], [2.2109, -0.8864, -0.0573], [2.2313, -2.3969, 0.8557], [0.6840, -0.5102, -0.8576], [2.3961, -0.1009, 0.7209], [2.8610, -0.8809, -0.9498]], "atomic_forces_ev_per_a": [[0.0, -1.1, 1.2], [-0.3, 0.6, -1.2], [0.6, -0.2, 0.4], [-0.2, -1.3, -1.3], [-0.8, 1.7, -0.7], [0.2, 0.3, -0.1], [0.3, 0.0, 0.0], [-1.1, -0.4, 0.1], [1.0, 1.9, 1.2], [0.0, 0.2, -0.7], [0.0, -1.6, 0.2], [0.5, -0.1, 0.8], [1.1, -0.3, 0.5], [0.1, 0.1, 0.0], [-0.2, 0.3, 0.2], [-0.3, 0.3, -0.3], [-0.7, -0.5, -0.3], [-0.1, 0.8, -1.0], [0.5, -0.3, 0.3], [-0.2, 0.2, 0.2], [0.8, -0.2, 0.0], [-1.1, -0.5, 0.6], [-1.0, 0.1, 1.1], [0.1, 0.1, 0.2], [-0.1, -0.5, -0.6], [0.1, 0.1, -0.3], [1.0, 0.2, -0.3], [-1.6, 0.1, -0.5], [0.7, 0.2, 0.6], [0.2, -0.1, 0.2], [0.3, -0.1, -0.3], [0.4, -0.1, 0.1], [0.3, 1.3, 0.4], [0.3, -0.9, 0.2], [-0.1, 0.3, -0.6], [0.4, 0.0, 0.2], [-0.9, -0.7, -0.2], [0.3, 1.2, 0.0], [0.0, -0.2, -0.4], [-0.7, -0.1, 0.2], [0.1, -0.6, -1.2], [0.4, -0.2, 1.2]], "lowdin_charge": [-0.348, 0.015, -0.186, -0.057, -0.077, 0.143, 0.074, 0.078, 0.062, 0.048, 0.116, 0.052, -0.990, 0.473, 0.508, 0.012, 0.040, -1.065, 0.539, 0.535, 0.015, 0.010, -1.009, 0.477, 0.481, -0.037, 0.025, -0.949, 0.437, 0.514, 0.003, 0.015, -1.085, 0.525, 0.484, 0.012, 0.036, -1.001, 0.531, 0.516, 0.017, 0.007], "total_charge": 0, "homo_lumo_gap_ev": 9.94}


Record 3
{"formula": "C12H26As2N3O3PPdS", "method": "wB97M-V/def2-TZVPD", "species": ["Pd", "C", "As", "C", "C", "C", "C", "C", "C", "C", "As", "C", "C", "H", "H", "H", "H", "H", "H", "H", "H", "H", "H", "H", "H", "H", "H", "H", "H", "O", "S", "N", "N", "C", "P", "O", "O", "C", "N", "H", "H", "H", "H", "H", "H", "H", "H", "H", "H"], "coordinates": [[0.1037, 0.4377, 0.3965], [1.9511, -0.8719, -2.4428], [0.2913, -1.1725, -1.5033], [0.0850, -3.0997, -1.4700], [-1.1128, -0.6320, -2.7118], [-1.1259, -0.8721, -4.0783], [-2.2301, -0.4868, -4.8274], [-3.3206, 0.1183, -4.2187], [-3.3170, 0.3604, -2.8518], [-2.2064, -0.0156, -2.1084], [-2.0593, 0.3095, -0.2286], [-2.8842, -1.1564, 0.7130], [-3.0817, 1.8947, 0.1426], [1.9788, -1.4679, -3.3541], [2.7830, -1.1613, -1.8034], [2.0255, 0.1869, -2.6833], [0.0365, -3.4894, -2.4857], [-0.8337, -3.3522, -0.9445], [0.9276, -3.5477, -0.9455], [-0.2839, -1.3463, -4.5676], [-2.2382, -0.6568, -5.8954], [-4.1757, 0.4106, -4.8125], [-4.1682, 0.8434, -2.3882], [-3.8544, -1.3734, 0.2658], [-3.0187, -0.8897, 1.7599], [-2.2395, -2.0291, 0.6432], [-4.1444, 1.6573, 0.0927], [-2.8218, 2.6352, -0.6104], [-2.8341, 2.2651, 1.1342], [-0.3777, 2.9950, 2.0228], [-0.0651, 3.5399, 0.6616], [0.1258, 2.5554, -0.4082], [0.3708, 1.5696, 4.0794], [1.8273, 1.5319, 3.7688], [2.0763, 0.1911, 2.5324], [0.9904, -0.8019, 2.7834], [2.2252, 0.7193, 1.1027], [3.7854, -0.4372, 2.8702], [4.4208, -0.6831, 1.5292], [0.1733, 2.0048, 4.9799], [0.0112, 0.6048, 4.0627], [-0.0948, 2.1277, 3.3059], [2.3855, 1.3246, 4.6810], [2.1259, 2.5009, 3.3714], [3.7830, -1.3534, 3.4551], [4.3820, 0.3168, 3.3822], [4.2351, -1.6320, 1.2010], [5.4325, -0.5446, 1.5353], [3.9551, -0.0280, 0.8670]], "atomic_forces_ev_per_a": [[1.0, 0.5, -1.1], [0.0, 0.0, 0.0], [0.0, -0.1, 0.3], [0.1, 0.0, 0.1], [-0.1, 0.0, 0.1], [0.0, 0.0, 0.0], [0.0, 0.0, 0.0], [0.0, 0.0, 0.0], [0.0, 0.0, 0.0], [0.1, 0.0, -0.1], [-0.7, 0.1, -0.1], [-0.2, 0.0, 0.0], [-0.1, 0.0, 0.0], [0.0, 0.0, 0.0], [0.0, 0.0, 0.0], [0.0, 0.0, 0.0], [0.0, 0.0, 0.0], [0.0, 0.0, 0.0], [0.0, 0.0, 0.0], [0.0, 0.0, 0.0], [0.0, 0.0, 0.0], [0.0, 0.0, 0.0], [0.0, 0.0, 0.0], [0.0, 0.0, 0.0], [0.0, 0.0, 0.0], [0.0, 0.0, 0.0], [0.0, 0.0, 0.0], [0.0, 0.0, 0.0], [0.0, 0.0, 0.0], [-0.1, 0.1, 0.3], [0.1, 0.2, 0.1], [-0.2, -0.6, 0.2], [0.0, 0.0, 0.0], [0.1, 0.1, -0.1], [-0.3, -0.2, -0.4], [0.3, 0.3, 0.2], [0.0, -0.2, 0.4], [0.0, 0.1, 0.0], [0.0, -0.1, 0.0], [0.0, 0.0, 0.0], [0.0, 0.1, 0.0], [0.0, 0.0, 0.0], [0.0, 0.0, 0.0], [0.0, 0.0, 0.0], [0.0, 0.0, 0.0], [0.0, 0.0, 0.0], [0.0, 0.0, 0.0], [0.0, 0.0, 0.0], [0.0, 0.0, 0.0]], "lowdin_charge": [0.380, -0.255, 1.128, -0.251, -0.410, -0.072, -0.038, -0.039, -0.073, -0.404, 1.068, -0.226, -0.245, 0.042, 0.019, 0.046, 0.046, 0.026, 0.035, 0.112, 0.122, 0.122, 0.112, 0.054, 0.044, 0.022, 0.052, 0.041, 0.023, -0.631, 0.754, -0.462, 0.121, -0.184, 0.419, -0.345, -0.449, -0.156, 0.149, 0.173, 0.136, 0.059, 0.113, 0.115, 0.118, 0.114, 0.172, 0.176, 0.126], "total_charge": 2, "e_above_lowest_kj_mol": 129.2, "homo_lumo_gap_ev": 7.31}


Record 4
{"formula": "C7H14N2", "method": "wB97M-V/def2-TZVPD", "species": ["C", "C", "C", "C", "C", "C", "N", "C", "N", "H", "H", "H", "H", "H", "H", "H", "H", "H", "H", "H", "H", "H", "H"], "coordinates": [[-0.2583, 1.1981, -0.5059], [-1.3712, 1.4924, -1.4622], [-1.5783, -0.8138, 0.4071], [1.4250, -1.5829, 1.4927], [-0.2646, -0.0272, 0.3656], [0.9103, -0.9893, 0.2165], [0.9296, 1.8137, -0.7296], [1.4535, -1.2299, -0.9720], [-0.1256, 1.0776, 1.2979], [1.5078, 1.6213, 0.1139], [0.8944, 2.7942, -0.9806], [-0.7746, 0.9681, 2.0716], [-1.1680, 2.3920, -2.0417], [-2.3117, 1.6068, -0.9232], [-1.4838, 0.6637, -2.1616], [-1.7425, -1.3718, -0.5166], [-1.5475, -1.5093, 1.2455], [-2.4240, -0.1493, 0.5844], [0.6540, -2.1851, 1.9785], [1.6937, -0.7872, 2.1883], [2.2845, -2.2247, 1.3053], [1.0502, -0.8033, -1.8796], [2.2470, -1.9542, -1.0945]], "atomic_forces_ev_per_a": [[-0.6, -0.8, 1.5], [-0.4, 0.3, 0.5], [0.2, 0.4, 0.1], [-0.1, -0.1, -0.1], [0.7, 0.0, -1.1], [0.1, 0.4, 0.1], [1.5, -0.3, 0.1], [-0.4, -0.4, 0.1], [-0.3, -0.2, -0.2], [-0.2, 0.5, -1.1], [-0.1, -0.2, 0.1], [-0.7, 0.2, -0.2], [-0.1, 0.1, 0.1], [0.0, 0.0, -0.2], [0.1, -0.1, 0.0], [0.0, 0.0, 0.1], [0.0, -0.1, 0.0], [0.0, 0.1, -0.1], [0.0, 0.0, 0.0], [0.1, 0.0, 0.0], [0.0, 0.0, 0.1], [0.0, 0.2, 0.0], [0.2, 0.0, 0.1]], "lowdin_charge": [-0.373, -0.015, -0.023, -0.056, -0.546, -0.322, 0.098, 0.055, 0.074, 0.115, 0.100, 0.050, 0.078, 0.085, 0.089, 0.087, 0.078, 0.076, 0.075, 0.076, 0.075, 0.062, 0.060], "total_charge": 0, "e_above_lowest_kj_mol": 246.1, "homo_lumo_gap_ev": 8.95}


Record 5
{"formula": "C31H42BrIrN5O4PS2", "method": "wB97M-V/def2-TZVPD", "species": ["Ir", "O", "C", "C", "C", "C", "C", "C", "C", "O", "N", "N", "C", "S", "C", "C", "S", "H", "H", "H", "H", "H", "H", "H", "H", "H", "C", "O", "C", "O", "N", "N", "H", "H", "H", "H", "H", "H", "Br", "C", "C", "C", "N", "C", "C", "H", "H", "H", "H", "C", "C", "C", "C", "P", "C", "C", "C", "C", "C", "C", "C", "C", "C", "C", "H", "H", "H", "H", "H", "H", "H", "H", "H", "H", "H", "H", "H", "H", "H", "H", "H", "H", "H", "H", "H", "H", "H"], "coordinates": [[-0.7757, -0.6362, 0.1731], [2.2639, -2.3178, 3.1209], [2.2359, -1.2915, 3.9593], [3.0360, -1.3639, 5.0985], [3.0487, -0.3128, 5.9800], [2.2660, 0.8493, 5.7669], [1.4708, 0.9371, 4.6682], [1.4229, -0.1302, 3.7259], [0.5852, -0.0416, 2.5815], [0.5435, -0.9844, 1.6829], [-0.1726, 1.0577, 2.4381], [-0.9341, 1.0395, 1.3432], [-1.7702, 2.0982, 1.3223], [-2.8903, 2.3843, 0.0576], [-3.7736, 3.7074, 0.9430], [-2.7628, 4.4542, 1.7810], [-1.7077, 3.2279, 2.6066], [1.7115, -2.1173, 2.3437], [3.6376, -2.2485, 5.2543], [3.6772, -0.3707, 6.8595], [2.3055, 1.6583, 6.4820], [0.8668, 1.8141, 4.4900], [-4.5497, 3.2429, 1.5502], [-4.2370, 4.3466, 0.1929], [-3.2441, 5.0474, 2.5575], [-2.1220, 5.1006, 1.1821], [-3.6298, -1.7138, -4.0879], [-3.2916, -0.7482, -3.0501], [-2.4776, -1.0521, -2.1006], [-2.1765, -0.1816, -1.2576], [-1.9404, -2.2864, -1.9912], [-1.1029, -2.5111, -0.8778], [-4.2947, -1.1819, -4.7573], [-4.1547, -2.5619, -3.6494], [-2.7268, -2.0111, -4.6192], [-2.2251, -3.0757, -2.5530], [-0.2736, -3.0160, -1.1849], [-1.6026, -3.0890, -0.2005], [-5.3005, -2.9909, 4.6976], [-4.0872, -2.3841, 3.4287], [-4.4585, -1.4211, 2.4937], [-3.5266, -0.9964, 1.5734], [-2.2680, -1.4700, 1.5356], [-1.9188, -2.4042, 2.4374], [-2.7903, -2.8874, 3.3888], [-5.4597, -1.0141, 2.4825], [-3.7841, -0.2540, 0.8282], [-0.9040, -2.7772, 2.3879], [-2.4622, -3.6437, 4.0879], [3.0824, 0.9273, 0.5526], [2.2087, 1.4093, -0.6096], [1.3431, 2.5843, -0.1373], [3.1115, 1.9726, -1.7211], [1.0743, 0.0513, -1.2949], [0.4823, 0.7986, -2.8443], [1.1363, 0.6020, -4.0646], [0.7493, 1.2973, -5.1994], [-0.2854, 2.2198, -5.1339], [-0.9224, 2.4504, -3.9235], [-0.5418, 1.7466, -2.7915], [2.0989, -1.4889, -1.7450], [2.2143, -2.3785, -0.4944], [1.4667, -2.2604, -2.9259], [3.5494, -1.2168, -2.1896], [3.6378, 1.7867, 0.9323], [3.8181, 0.1841, 0.2547], [2.5050, 0.5232, 1.3837], [2.0136, 3.3542, 0.2488], [0.6602, 2.3227, 0.6659], [0.7807, 3.0302, -0.9579], [3.7139, 2.7643, -1.2708], [2.5369, 2.4224, -2.5285], [3.8022, 1.2492, -2.1369], [1.9750, -0.0713, -4.1440], [1.2720, 1.1313, -6.1318], [-0.5801, 2.7687, -6.0182], [-1.7120, 3.1875, -3.8565], [-1.0379, 1.9592, -1.8595], [1.2585, -2.7178, -0.0901], [2.7495, -1.8682, 0.3046], [2.7932, -3.2661, -0.7556], [0.3993, -2.1297, -3.0634], [1.7021, -3.3237, -2.8271], [1.8939, -1.9378, -3.8728], [4.1682, -0.7935, -1.4045], [3.6217, -0.5855, -3.0701], [3.9851, -2.1833, -2.4531]], "atomic_forces_ev_per_a": [[-0.4, 0.0, -0.3], [0.0, 0.1, 0.0], [0.0, 0.0, 0.0], [0.0, 0.0, 0.0], [0.0, -0.1, 0.0], [0.0, 0.0, 0.0], [0.0, 0.0, 0.0], [0.0, 0.0, 0.0], [-0.1, 0.0, 0.0], [0.0, -0.3, -0.1], [-0.1, -0.1, 0.1], [0.1, -0.1, 0.1], [0.0, 0.1, -0.1], [0.1, -0.1, 0.0], [0.0, 0.0, 0.0], [0.0, 0.0, 0.0], [0.0, 0.0, 0.0], [0.0, 0.0, 0.0], [0.0, 0.0, 0.0], [0.0, 0.0, 0.0], [0.0, 0.0, 0.0], [0.0, 0.0, 0.0], [0.0, 0.0, 0.0], [0.0, 0.0, 0.0], [0.0, 0.0, 0.0], [0.0, 0.0, 0.0], [0.0, 0.0, 0.0], [0.0, 0.0, 0.0], [0.1, -0.1, 0.1], [-0.2, 0.1, 0.1], [0.0, 0.1, -0.1], [0.3, 0.1, 0.3], [0.0, 0.0, 0.0], [0.0, 0.0, 0.0], [0.0, 0.0, 0.0], [0.0, 0.0, 0.0], [0.1, 0.1, -0.1], [0.1, -0.1, -0.1], [0.0, 0.0, 0.0], [0.0, 0.0, 0.0], [0.0, 0.0, 0.0], [0.0, 0.0, -0.1], [0.0, 0.3, -0.2], [0.0, -0.1, 0.0], [0.0, 0.0, 0.0], [0.0, 0.0, 0.0], [0.0, 0.0, 0.0], [0.0, 0.0, 0.0], [0.0, 0.0, 0.0], [0.0, -0.1, 0.1], [0.0, 0.0, -0.1], [-0.1, 0.0, 0.1], [0.0, 0.0, 0.1], [0.1, 0.1, 0.0], [0.0, 0.0, 0.0], [0.0, 0.0, 0.0], [0.0, 0.0, 0.0], [0.0, 0.0, 0.0], [0.0, 0.0, 0.0], [0.0, -0.1, -0.1], [0.1, 0.1, 0.0], [0.0, -0.1, -0.1], [0.0, -0.1, 0.1], [0.0, 0.0, 0.1], [0.0, 0.0, 0.0], [0.0, 0.0, 0.0], [0.1, 0.1, -0.1], [0.0, 0.0, 0.0], [0.3, 0.1, -0.2], [0.0, 0.0, 0.0], [0.0, 0.0, 0.0], [0.0, 0.0, 0.0], [0.0, 0.0, 0.0], [0.0, 0.1, 0.0], [0.0, 0.0, 0.0], [0.0, 0.0, 0.0], [0.0, 0.0, 0.0], [-0.1, 0.0, 0.1], [0.1, 0.0, 0.0], [0.0, 0.0, 0.0], [0.0, 0.0, 0.0], [-0.4, 0.0, 0.2], [-0.1, 0.0, 0.0], [0.0, -0.2, 0.1], [0.0, 0.0, 0.0], [0.0, 0.0, 0.0], [0.0, 0.0, 0.0]], "lowdin_charge": [1.278, 0.141, -0.206, 0.033, 0.020, -0.020, 0.006, -0.050, -0.386, -0.250, 0.069, -0.249, -0.865, 1.046, -0.436, -0.444, 1.081, 0.071, 0.142, 0.135, 0.127, 0.116, 0.097, 0.104, 0.105, 0.099, 0.041, 0.069, -0.533, -0.162, 0.091, -0.005, 0.118, 0.112, 0.113, 0.171, 0.097, 0.127, 0.918, -0.669, -0.061, -0.106, -0.089, -0.108, -0.058, 0.124, 0.090, 0.117, 0.126, -0.050, -0.624, -0.073, -0.052, 1.120, -0.353, -0.083, -0.034, -0.035, -0.044, -0.129, -0.623, -0.097, -0.083, -0.069, 0.109, 0.075, 0.055, 0.109, 0.036, 0.083, 0.108, 0.090, 0.068, 0.082, 0.124, 0.124, 0.118, 0.036, 0.042, 0.072, 0.109, 0.055, 0.106, 0.081, 0.075, 0.077, 0.111], "total_charge": 3, "e_above_lowest_kj_mol": 51.3, "homo_lumo_gap_ev": [8.08, 5.21], "spin_multiplicity": 2}


Record 6
{"formula": "BrFH2NPS", "method": "wB97M-V/def2-TZVPD", "species": ["N", "F", "P", "S", "Br", "H", "H"], "coordinates": [[-0.9388, -0.3937, 0.5006], [0.2104, 0.3092, -1.9040], [0.5089, 0.3074, 0.1575], [0.9328, 2.1845, 0.5748], [1.9589, -1.3293, 0.4385], [-1.8071, 0.1835, 0.1499], [-0.8651, -1.2615, 0.0827]], "atomic_forces_ev_per_a": [[-1.4, 3.5, 0.2], [0.8, -0.4, 3.9], [0.0, 2.7, -3.5], [-0.5, -2.6, -0.2], [-0.6, 0.7, -0.2], [2.4, -1.5, 0.9], [-0.6, -2.5, -1.0]], "lowdin_charge": [-0.195, -0.497, -0.022, 0.203, 0.390, 0.140, -0.019], "total_charge": 0, "e_above_lowest_kj_mol": 76.7, "homo_lumo_gap_ev": 9.13}


| no. | largest force on an atom (hartree/bohr) |
| --- | --- |
| 1 | 0.0034 |
| 2 | 0.0486 |
| 3 | 0.0300 |
| 4 | 0.0353 |
| 5 | 0.0087 |
| 6 | 0.0869 |